Entry from the OMol25 dataset: a cluster of 11 separate species, C56H145N11O17 in total (ωB97M-V with the def2-TZVPD basis set).

Summary:
spin multiplicity: 1
orbital gap: 8.99 eV
SMILES: COC[C@H](C)N.COC[C@H](C)N.COC[C@H](C)N.COC[C@H](C)N.COC[C@H](C)N.COCCNCCOC.COCCNCCOC.COCCNCCOC.COCCNCCOC.COCCNCCOC.COCCNCCOC
max |F|: 0.0734 hartree/bohr
DFT total energy: -111605.10202 eV
energy relative to the best compared isomer or geometry (same formula, charge and spin): 183.1 kcal/mol

Each atom is followed by the atoms it is bonded to, with distances in Å.
Geometry (Å):
1 C 5.5965 -7.5993 5.5816  O2 1.467, H7 1.090, H8 1.090, H9 1.090
2 O 4.9776 -7.5129 4.2546  C1 1.467, C3 1.412
3 C 5.4087 -6.4342 3.4513  O2 1.412, C4 1.521, H10 1.090, H11 1.090
4 C 4.7765 -6.6163 2.0804  C3 1.521, C5 1.498, N6 1.435, H12 1.090
5 C 5.2157 -7.8495 1.3518  C4 1.498, H13 1.090, H14 1.090, H15 1.090
6 N 5.0623 -5.4276 1.3289  C4 1.435, H16 1.010, H17 1.010
7 H 6.6793 -7.5732 5.4597  C1 1.090
8 H 5.2870 -8.5081 6.0978  C1 1.090
9 H 5.3334 -6.8215 6.2985  C1 1.090
10 H 5.1845 -5.4929 3.9530  C3 1.090
11 H 6.4957 -6.4539 3.3731  C3 1.090
12 H 3.7101 -6.8401 2.1121  C4 1.090
13 H 6.3050 -7.8309 1.3196  C5 1.090
14 H 4.8260 -7.7686 0.3370  C5 1.090
15 H 4.8856 -8.8043 1.7611  C5 1.090
16 H 6.0621 -5.3657 1.1993  N6 1.010
17 H 4.8048 -5.5047 0.3554  N6 1.010
18 C 3.4049 6.3802 -2.4626  O19 1.413, H24 1.090, H25 1.090, H26 1.090
19 O 3.8237 7.7134 -2.2567  C18 1.413, C20 1.456
20 C 3.8628 8.1741 -0.8761  O19 1.456, C21 1.571, H27 1.090, H28 1.090
21 C 4.4351 9.6342 -0.7824  C20 1.571, C22 1.514, N23 1.490, H29 1.090
22 C 5.7781 9.7589 -1.4698  C21 1.514, H30 1.090, H31 1.090, H32 1.090
23 N 4.5889 10.1191 0.6177  C21 1.490, H33 1.010, H34 1.010
24 H 3.9982 5.6226 -1.9507  C18 1.090
25 H 3.6568 6.1447 -3.4966  C18 1.090
26 H 2.3321 6.2995 -2.2877  C18 1.090
27 H 2.8665 8.1374 -0.4356  C20 1.090
28 H 4.4414 7.4504 -0.3021  C20 1.090
29 H 3.7760 10.3199 -1.3147  C21 1.090
30 H 6.3955 8.9646 -1.0502  C22 1.090
31 H 6.2389 10.6908 -1.1420  C22 1.090
32 H 5.7916 9.5666 -2.5426  C22 1.090
33 H 4.9699 11.0510 0.6993  N23 1.010
34 H 5.3484 9.5611 0.9808  N23 1.010
35 C 1.9896 5.6850 9.5707  O36 1.475, H41 1.090, H42 1.090, H43 1.090
36 O 2.8819 4.7243 8.8948  C35 1.475, C37 1.357
37 C 3.2997 3.7513 9.7435  O36 1.357, C38 1.558, H44 1.090, H45 1.090
38 C 4.1562 2.6814 9.0024  C37 1.558, C39 1.506, N40 1.406, H46 1.090
39 C 3.3310 1.8543 8.0530  C38 1.506, H47 1.090, H48 1.090, H49 1.090
40 N 4.7871 1.7918 9.8891  C38 1.406, H50 1.010, H51 1.010
41 H 1.3214 5.1192 10.2200  C35 1.090
42 H 1.4085 6.2493 8.8413  C35 1.090
43 H 2.5105 6.4033 10.2039  C35 1.090
44 H 3.9805 4.3157 10.3808  C37 1.090
45 H 2.5341 3.2581 10.3424  C37 1.090
46 H 4.9123 3.2046 8.4171  C38 1.090
47 H 2.8286 2.5148 7.3463  C39 1.090
48 H 2.6415 1.1900 8.5739  C39 1.090
49 H 4.0098 1.2450 7.4562  C39 1.090
50 H 3.9953 1.3487 10.3327  N40 1.010
51 H 5.3051 2.1660 10.6713  N40 1.010
52 C -1.5010 0.9561 -2.3851  O53 1.392, H58 1.090, H59 1.090, H60 1.090
53 O -0.7368 0.0292 -1.6814  C52 1.392, C54 1.444
54 C -0.8763 0.1997 -0.2548  O53 1.444, C55 1.595, H61 1.090, H62 1.090
55 C 0.2221 -0.5816 0.5983  C54 1.595, C56 1.516, N57 1.468, H63 1.090
56 C 0.3508 -0.1182 2.0361  C55 1.516, H64 1.090, H65 1.090, H66 1.090
57 N 1.5810 -0.3360 0.0992  C55 1.468, H67 1.010, H68 1.010
58 H -2.5228 0.5839 -2.3110  C52 1.090
59 H -1.2565 0.8545 -3.4425  C52 1.090
60 H -1.2956 1.9926 -2.1176  C52 1.090
61 H -0.7854 1.2600 -0.0192  C54 1.090
62 H -1.8560 -0.0554 0.1493  C54 1.090
63 H -0.0204 -1.6439 0.5679  C55 1.090
64 H -0.5369 -0.5089 2.5334  C56 1.090
65 H 0.2734 0.9576 2.1933  C56 1.090
66 H 1.2702 -0.4943 2.4849  C56 1.090
67 H 1.5193 -0.5577 -0.8842  N57 1.010
68 H 2.2685 -0.9484 0.5144  N57 1.010
69 C 3.5030 0.6406 -7.0097  O70 1.426, H75 1.090, H76 1.090, H77 1.090
70 O 3.2039 -0.6886 -7.4324  C69 1.426, C71 1.405
71 C 2.4179 -1.3241 -6.4564  O70 1.405, C72 1.526, H78 1.090, H79 1.090
72 C 3.1885 -1.9888 -5.3186  C71 1.526, C73 1.519, N74 1.448, H80 1.090
73 C 4.3534 -2.8521 -5.7727  C72 1.519, H81 1.090, H82 1.090, H83 1.090
74 N 2.2932 -2.6464 -4.3893  C72 1.448, H84 1.010, H85 1.010
75 H 4.0991 1.1300 -7.7798  C69 1.090
76 H 4.0877 0.5888 -6.0913  C69 1.090
77 H 2.6631 1.3298 -6.9220  C69 1.090
78 H 1.6612 -0.6829 -6.0046  C71 1.090
79 H 1.8457 -2.0933 -6.9752  C71 1.090
80 H 3.6735 -1.1662 -4.7931  C72 1.090
81 H 3.9957 -3.7341 -6.3040  C73 1.090
82 H 4.9279 -3.1055 -4.8818  C73 1.090
83 H 4.9837 -2.2648 -6.4405  C73 1.090
84 H 1.5087 -2.1069 -4.0524  N74 1.010
85 H 1.8283 -3.4588 -4.7687  N74 1.010
86 C -13.4028 -5.1820 -5.6055  O87 1.392, H95 1.090, H96 1.090, H97 1.090
87 O -12.1466 -4.8019 -5.1411  C86 1.392, C88 1.379
88 C -11.1413 -5.3934 -5.8765  O87 1.379, C89 1.607, H98 1.090, H99 1.090
89 C -9.7162 -4.9477 -5.2822  C88 1.607, N90 1.474, H100 1.090, H101 1.090
90 N -9.2510 -3.8531 -6.1524  C89 1.474, C91 1.454, H102 1.010
91 C -7.9655 -3.2866 -5.7781  N90 1.454, C92 1.577, H103 1.090, H104 1.090
92 C -7.3485 -2.3475 -6.8850  C91 1.577, O93 1.461, H105 1.090, H106 1.090
93 O -8.2176 -1.2230 -7.2218  C92 1.461, C94 1.409
94 C -8.6542 -0.4019 -6.1634  O93 1.409, H107 1.090, H108 1.090, H109 1.090
95 H -13.5085 -6.2633 -5.6934  C86 1.090
96 H -13.6325 -4.7359 -6.5731  C86 1.090
97 H -14.2414 -4.9007 -4.9684  C86 1.090
98 H -11.3286 -5.0052 -6.8776  C88 1.090
99 H -11.2461 -6.4762 -5.8083  C88 1.090
100 H -8.9878 -5.7571 -5.2323  C89 1.090
101 H -9.8955 -4.6563 -4.2474  C89 1.090
102 H -9.9836 -3.1661 -6.2587  N90 1.010
103 H -7.3579 -4.1833 -5.6569  C91 1.090
104 H -8.0062 -2.8660 -4.7733  C91 1.090
105 H -7.1334 -2.9073 -7.7952  C92 1.090
106 H -6.4171 -1.9057 -6.5309  C92 1.090
107 H -8.9922 -0.9897 -5.3100  C94 1.090
108 H -9.4996 0.2086 -6.4805  C94 1.090
109 H -7.8783 0.2648 -5.7872  C94 1.090
110 C -4.7956 -7.5059 14.5168  O111 1.430, H119 1.090, H120 1.090, H121 1.090
111 O -3.5797 -6.7739 14.3457  C110 1.430, C112 1.385
112 C -3.1796 -6.6935 13.0218  O111 1.385, C113 1.517, H122 1.090, H123 1.090
113 C -1.8829 -5.9178 12.8814  C112 1.517, N114 1.501, H124 1.090, H125 1.090
114 N -1.5744 -5.8962 11.4123  C113 1.501, C115 1.461, H126 1.010
115 C -0.3852 -5.1153 11.0814  N114 1.461, C116 1.542, H127 1.090, H128 1.090
116 C 0.0933 -5.3678 9.6373  C115 1.542, O117 1.388, H129 1.090, H130 1.090
117 O -0.7992 -5.0640 8.6183  C116 1.388, C118 1.440
118 C -0.2785 -5.3863 7.3153  O117 1.440, H131 1.090, H132 1.090, H133 1.090
119 H -5.1451 -7.6922 15.5323  C110 1.090
120 H -4.8391 -8.4713 14.0125  C110 1.090
121 H -5.4957 -6.8144 14.0480  C110 1.090
122 H -3.8892 -6.1409 12.4059  C112 1.090
123 H -2.9836 -7.6550 12.5474  C112 1.090
124 H -1.0569 -6.3625 13.4364  C113 1.090
125 H -1.9621 -4.9422 13.3611  C113 1.090
126 H -2.3728 -5.5334 10.9113  N114 1.010
127 H 0.4328 -5.4696 11.7086  C115 1.090
128 H -0.6090 -4.0655 11.2712  C115 1.090
129 H 0.3444 -6.4254 9.5570  C116 1.090
130 H 0.9657 -4.7676 9.3789  C116 1.090
131 H 0.0111 -6.4228 7.1426  C118 1.090
132 H 0.5504 -4.7985 6.9210  C118 1.090
133 H -1.0842 -5.1327 6.6263  C118 1.090
134 C 15.3877 -9.7620 -5.2860  O135 1.404, H143 1.090, H144 1.090, H145 1.090
135 O 14.4582 -8.8331 -4.7904  C134 1.404, C136 1.432
136 C 14.3514 -7.7538 -5.7259  O135 1.432, C137 1.546, H146 1.090, H147 1.090
137 C 13.2404 -6.8320 -5.1736  C136 1.546, N138 1.437, H148 1.090, H149 1.090
138 N 11.9423 -7.4400 -5.0737  C137 1.437, C139 1.481, H150 1.010
139 C 10.9912 -6.5406 -4.3814  N138 1.481, C140 1.544, H151 1.090, H152 1.090
140 C 10.8970 -6.4868 -2.8411  C139 1.544, O141 1.382, H153 1.090, H154 1.090
141 O 9.9768 -5.5882 -2.3352  C140 1.382, C142 1.448
142 C 10.0894 -4.1524 -2.4865  O141 1.448, H155 1.090, H156 1.090, H157 1.090
143 H 16.2971 -9.4423 -5.7949  C134 1.090
144 H 14.8668 -10.3944 -6.0048  C134 1.090
145 H 15.7416 -10.3430 -4.4343  C134 1.090
146 H 14.1425 -8.0546 -6.7525  C136 1.090
147 H 15.2296 -7.1188 -5.8419  C136 1.090
148 H 13.2211 -5.9963 -5.8732  C137 1.090
149 H 13.6775 -6.4072 -4.2699  C137 1.090
150 H 12.0819 -8.3041 -4.5698  N138 1.010
151 H 10.0035 -6.8279 -4.7420  C139 1.090
152 H 11.1049 -5.4978 -4.6776  C139 1.090
153 H 11.8517 -6.3526 -2.3324  C140 1.090
154 H 10.6420 -7.5149 -2.5839  C140 1.090
155 H 10.2310 -4.0268 -3.5600  C142 1.090
156 H 11.0295 -3.8389 -2.0325  C142 1.090
157 H 9.2299 -3.6610 -2.0307  C142 1.090
158 C -6.1031 0.2034 12.5256  O159 1.403, H167 1.090, H168 1.090, H169 1.090
159 O -5.3393 0.9926 11.6530  C158 1.403, C160 1.410
160 C -4.0724 0.4275 11.4004  O159 1.410, C161 1.511, H170 1.090, H171 1.090
161 C -3.2336 1.2315 10.4339  C160 1.511, N162 1.472, H172 1.090, H173 1.090
162 N -3.9987 1.2413 9.1765  C161 1.472, C163 1.450, H174 1.010
163 C -3.3381 2.0193 8.1463  N162 1.450, C164 1.517, H175 1.090, H176 1.090
164 C -4.3790 2.3230 7.0848  C163 1.517, O165 1.427, H177 1.090, H178 1.090
165 O -5.4777 3.0188 7.6726  C164 1.427, C166 1.464
166 C -6.5590 3.3740 6.7513  O165 1.464, H179 1.090, H180 1.090, H181 1.090
167 H -6.3004 -0.8055 12.1632  C158 1.090
168 H -7.0456 0.6981 12.7601  C158 1.090
169 H -5.6817 -0.0077 13.5085  C158 1.090
170 H -4.2297 -0.5759 11.0047  C160 1.090
171 H -3.5821 0.5272 12.3688  C160 1.090
172 H -2.3010 0.6758 10.3360  C161 1.090
173 H -3.0773 2.2018 10.9054  C161 1.090
174 H -4.9268 1.5440 9.4356  N162 1.010
175 H -2.5360 1.4661 7.6578  C163 1.090
176 H -3.0383 2.9983 8.5201  C163 1.090
177 H -4.8100 1.4149 6.6632  C164 1.090
178 H -3.9256 2.7893 6.2102  C164 1.090
179 H -7.3717 3.6518 7.4225  C166 1.090
180 H -6.9015 2.4831 6.2247  C166 1.090
181 H -6.4196 4.1338 5.9823  C166 1.090
182 C -1.5188 7.3937 -15.4959  O183 1.416, H191 1.090, H192 1.090, H193 1.090
183 O -2.6067 7.0404 -14.6620  C182 1.416, C184 1.430
184 C -3.1554 8.0386 -13.7971  O183 1.430, C185 1.500, H194 1.090, H195 1.090
185 C -4.4977 7.6360 -13.2626  C184 1.500, N186 1.460, H196 1.090, H197 1.090
186 N -4.5664 6.3468 -12.5816  C185 1.460, C187 1.447, H198 1.010
187 C -3.7456 6.2966 -11.3905  N186 1.447, C188 1.486, H199 1.090, H200 1.090
188 C -3.7126 4.9394 -10.7875  C187 1.486, O189 1.449, H201 1.090, H202 1.090
189 O -2.7670 4.1321 -11.5311  C188 1.449, C190 1.458
190 C -2.7316 2.7388 -11.1028  O189 1.458, H203 1.090, H204 1.090, H205 1.090
191 H -1.3094 6.4781 -16.0490  C182 1.090
192 H -0.7069 7.4979 -14.7761  C182 1.090
193 H -1.5986 8.2850 -16.1183  C182 1.090
194 H -3.1767 9.0269 -14.2564  C184 1.090
195 H -2.4572 8.1301 -12.9650  C184 1.090
196 H -5.1876 7.4969 -14.0950  C185 1.090
197 H -4.9858 8.3760 -12.6284  C185 1.090
198 H -4.1433 5.7456 -13.2741  N186 1.010
199 H -4.2779 6.9969 -10.7467  C187 1.090
200 H -2.7217 6.6542 -11.4993  C187 1.090
201 H -4.6738 4.4325 -10.8725  C188 1.090
202 H -3.3409 5.0389 -9.7677  C188 1.090
203 H -2.0684 2.2729 -11.8317  C190 1.090
204 H -3.6937 2.2284 -11.1456  C190 1.090
205 H -2.3966 2.6473 -10.0696  C190 1.090
206 C -1.3141 6.5473 2.1427  O207 1.430, H215 1.090, H216 1.090, H217 1.090
207 O -2.6644 6.3086 1.7376  C206 1.430, C208 1.443
208 C -2.9109 6.1924 0.3202  O207 1.443, C209 1.554, H218 1.090, H219 1.090
209 C -4.4142 5.8693 0.0973  C208 1.554, N210 1.388, H220 1.090, H221 1.090
210 N -4.7611 5.5392 -1.2050  C209 1.388, C211 1.496, H222 1.010
211 C -4.5042 6.5901 -2.2382  N210 1.496, C212 1.555, H223 1.090, H224 1.090
212 C -5.1607 6.1840 -3.5877  C211 1.555, O213 1.442, H225 1.090, H226 1.090
213 O -6.6016 6.1799 -3.5393  C212 1.442, C214 1.365
214 C -7.2422 6.3971 -4.7252  O213 1.365, H227 1.090, H228 1.090, H229 1.090
215 H -0.6615 5.7296 1.8369  C206 1.090
216 H -1.2453 6.6844 3.2219  C206 1.090
217 H -0.9426 7.5011 1.7682  C206 1.090
218 H -2.3614 5.3379 -0.0746  C208 1.090
219 H -2.6076 7.0621 -0.2628  C208 1.090
220 H -5.0942 6.6333 0.4744  C209 1.090
221 H -4.7351 5.0721 0.7678  C209 1.090
222 H -5.7254 5.2439 -1.1499  N210 1.010
223 H -3.4397 6.7544 -2.4056  C211 1.090
224 H -5.0474 7.5184 -2.0615  C211 1.090
225 H -4.8222 5.1784 -3.8369  C212 1.090
226 H -4.7399 6.8909 -4.3027  C212 1.090
227 H -6.9039 5.5895 -5.3744  C214 1.090
228 H -6.8561 7.3069 -5.1850  C214 1.090
229 H -8.3190 6.2985 -4.5881  C214 1.090